Record 1
{
  "formula": "C36H35AlN7O4PS",
  "method": "ωB97M-V with the def2-TZVPD basis set",
  "elements": ["Al", "N", "P", "C", "C", "C", "C", "C", "C", "C", "C", "C", "C", "C", "C", "C", "C", "C", "C", "C", "N", "H", "H", "H", "H", "H", "H", "H", "H", "H", "H", "H", "H", "H", "H", "H", "O", "C", "O", "C", "C", "C", "C", "C", "C", "N", "O", "O", "H", "H", "H", "H", "N", "C", "S", "N", "C", "C", "C", "C", "C", "C", "H", "H", "H", "H", "H", "H", "H", "H", "C", "C", "C", "C", "N", "N", "C", "H", "H", "H", "H", "H", "H", "H", "H"],
  "coordinates": [[0.58539, 0.07040, -0.18501], [1.22433, 2.97305, -0.69517], [-0.20389, 2.39404, 0.04720], [-1.47806, 2.77592, -1.19396], [-2.79039, 2.79161, -0.72798], [-3.82861, 3.08937, -1.58826], [-3.56256, 3.35340, -2.92436], [-2.25847, 3.32219, -3.39388], [-1.21174, 3.03948, -2.53185], [-0.44460, 3.80163, 1.16956], [-0.60862, 5.05319, 0.57108], [-0.77567, 6.17448, 1.35842], [-0.78583, 6.05301, 2.74102], [-0.62893, 4.81056, 3.33359], [-0.45703, 3.67795, 2.55181], [2.21414, 2.21666, -1.21155], [3.38537, 2.81209, -1.71577], [4.35166, 2.02358, -2.28801], [4.15079, 0.63683, -2.34919], [3.00106, 0.11958, -1.81480], [2.03919, 0.88570, -1.25748], [1.42850, 3.96147, -0.58604], [-2.98302, 2.59042, 0.31872], [-4.84168, 3.13357, -1.21861], [-4.36738, 3.59890, -3.59898], [-2.06041, 3.53004, -4.43473], [-0.19053, 3.03725, -2.89457], [-0.62891, 5.14614, -0.50752], [-0.90766, 7.14139, 0.89657], [-0.91251, 6.93216, 3.35374], [-0.64539, 4.72376, 4.40864], [-0.33606, 2.70488, 3.00546], [3.49923, 3.88334, -1.65745], [5.25294, 2.46352, -2.68873], [4.88169, -0.00540, -2.81165], [2.79053, -0.94241, -1.80773], [0.98895, -1.77648, -0.34535], [-0.01959, -1.95693, 0.41411], [-0.59030, -0.91912, 0.85765], [-0.53115, -3.26960, 0.76169], [-0.08823, -4.43679, 0.13642], [-0.61923, -5.66002, 0.50601], [-1.57463, -5.73163, 1.50947], [-2.00065, -4.56202, 2.12596], [-1.50308, -3.32912, 1.75701], [-2.97979, -4.61369, 3.20675], [-3.30856, -5.70295, 3.59697], [-3.36946, -3.55289, 3.63076], [0.65757, -4.35740, -0.63988], [-0.28439, -6.56054, 0.01641], [-1.99941, -6.67539, 1.82089], [-1.85902, -2.42967, 2.23736], [4.39729, -0.19413, 1.01187], [3.26245, -0.68201, 1.53899], [1.99426, 0.45680, 1.76995], [3.22894, -1.97549, 1.83034], [2.29773, -2.79163, 2.51717], [2.42562, -4.16905, 2.33777], [1.63512, -5.04005, 3.06268], [0.71169, -4.54971, 3.97226], [0.56541, -3.18196, 4.12874], [1.35318, -2.29783, 3.40945], [4.49042, 0.80632, 0.92399], [5.25233, -0.73233, 0.99212], [4.05452, -2.50131, 1.55036], [3.15768, -4.56269, 1.64646], [1.75434, -6.10317, 2.93255], [0.12580, -5.23315, 4.56554], [-0.15140, -2.79411, 4.83510], [1.25643, -1.23770, 3.57727], [-0.86868, 0.18672, -5.39801], [-1.14698, 0.02706, -3.95362], [-2.32281, -0.20693, -3.26580], [-1.99729, -0.24468, -1.91068], [-0.67385, -0.03862, -1.76684], [-0.18498, 0.11144, -3.02202], [-2.95258, -0.46934, -0.80131], [-1.79117, 0.14361, -5.96788], [-0.20540, -0.60276, -5.74960], [-0.38694, 1.14359, -5.59529], [-3.29826, -0.33363, -3.68829], [0.80331, 0.23732, -3.17870], [-3.95939, -0.24335, -1.14434], [-2.70480, 0.14599, 0.06068], [-2.93788, -1.51272, -0.48569]],
  "relative_energy_kcal_mol": 1.0,
  "total_charge": 2,
  "e_homo_ev": -13.6,
  "e_lumo_ev": -5.32,
  "gap_ev": 8.32
}

---

Record 2
{
  "formula": "C5H9ClN2",
  "method": "ωB97M-V with the def2-TZVPD basis set",
  "elements": ["H", "N", "C", "C", "C", "N", "H", "C", "C", "Cl", "H", "H", "H", "H", "H", "H", "H"],
  "coordinates": [[2.73667, 0.18598, -0.69488], [2.04108, 0.61936, -0.09281], [0.95950, -0.03923, -0.12701], [-0.14341, 0.37394, 0.91685], [0.29480, 1.78026, 1.37336], [-1.13136, -0.41055, 1.07518], [-1.69801, -0.01599, 1.81093], [0.65201, -1.42374, -0.65235], [-0.47035, -1.56967, -1.67867], [2.02350, -2.22030, -1.47633], [1.17471, 2.13301, 0.90281], [0.55390, 1.77570, 2.33449], [-0.65043, 2.39720, 1.28458], [0.37477, -2.09487, 0.09854], [-0.42077, -1.06013, -2.64109], [-0.59136, -2.55508, -1.88750], [-1.33236, -1.18161, -1.34833]],
  "relative_energy_kcal_mol": 46.6,
  "total_charge": 0,
  "e_homo_ev": -10.0,
  "e_lumo_ev": 0.40,
  "gap_ev": 10.38,
  "smiles": "[H]/N=C(/C(C)=N/[H])[C@@H](C)Cl"
}

---

Record 3
{
  "formula": "C72H84B3F18N12PTi",
  "method": "ωB97M-V with the def2-TZVPD basis set",
  "elements": ["Ti", "C", "N", "C", "C", "C", "C", "C", "C", "C", "C", "N", "C", "C", "C", "H", "H", "H", "H", "H", "H", "H", "H", "H", "H", "H", "H", "H", "H", "C", "N", "C", "C", "C", "C", "C", "C", "C", "C", "N", "C", "C", "C", "H", "H", "H", "H", "H", "H", "H", "H", "H", "H", "H", "H", "H", "H", "C", "N", "C", "C", "C", "C", "C", "C", "C", "C", "N", "C", "C", "C", "H", "H", "H", "H", "H", "H", "H", "H", "H", "H", "H", "H", "H", "H", "C", "N", "C", "C", "C", "C", "C", "C", "C", "C", "N", "C", "C", "C", "H", "H", "H", "H", "H", "H", "H", "H", "H", "H", "H", "H", "H", "H", "C", "N", "C", "C", "C", "C", "C", "C", "C", "C", "N", "C", "C", "C", "H", "H", "H", "H", "H", "H", "H", "H", "H", "H", "H", "H", "H", "H", "C", "N", "C", "C", "C", "C", "C", "C", "C", "C", "N", "C", "C", "C", "H", "H", "H", "H", "H", "H", "H", "H", "H", "H", "H", "H", "H", "H", "B", "F", "F", "F", "F", "B", "F", "F", "F", "F", "B", "F", "F", "F", "F", "P", "F", "F", "F", "F", "F", "F"],
  "coordinates": [[-13.78549, -17.21566, -23.66519], [-8.48946, -24.04805, -27.22627], [-7.09181, -24.41874, -26.91579], [-6.14454, -23.46406, -26.80216], [-4.79678, -23.79543, -26.76337], [-4.38582, -25.11681, -26.88792], [-5.35237, -26.07915, -26.79013], [-6.72867, -25.71402, -26.84945], [-2.95284, -25.46912, -26.94112], [-2.51582, -26.56907, -27.60094], [-1.17610, -26.97345, -27.68051], [-0.25346, -26.17798, -27.08815], [-0.62402, -25.12174, -26.34752], [-1.97546, -24.76672, -26.21677], [1.20786, -26.47637, -27.04670], [-8.86599, -24.47976, -28.14307], [-8.42051, -22.96438, -27.17348], [-9.10632, -24.28761, -26.32685], [-6.50134, -22.40602, -26.82471], [-4.09888, -23.01101, -26.61811], [-5.07616, -27.11564, -26.58678], [-7.61814, -26.40780, -26.81776], [-3.25009, -27.20458, -28.07425], [-0.70547, -27.82639, -28.15562], [0.09810, -24.58801, -25.77263], [-2.26377, -23.99109, -25.56236], [1.55266, -26.42327, -25.99047], [1.74968, -25.70349, -27.68592], [1.34718, -27.46621, -27.41495], [-11.61285, -17.83966, -16.10813], [-12.38825, -18.12693, -14.90437], [-12.34169, -19.29757, -14.31506], [-13.02930, -19.54206, -13.16328], [-13.72772, -18.50159, -12.53928], [-13.76318, -17.23385, -13.21554], [-13.06062, -17.08199, -14.40261], [-14.41126, -18.74262, -11.25659], [-15.34837, -19.78359, -11.02897], [-15.92000, -19.98049, -9.75051], [-15.62932, -19.13845, -8.73412], [-14.77397, -18.10080, -8.91765], [-14.14642, -17.93446, -10.14119], [-16.30792, -19.38609, -7.40441], [-11.27010, -16.80508, -16.12161], [-12.41828, -17.86453, -16.89510], [-10.82057, -18.57620, -16.22050], [-11.79531, -20.08697, -14.77675], [-12.96175, -20.52787, -12.74377], [-14.23603, -16.30230, -12.90827], [-12.91874, -16.18288, -14.99879], [-15.60176, -20.49127, -11.77367], [-16.59103, -20.76461, -9.50131], [-14.73623, -17.46308, -8.03968], [-13.54162, -17.03859, -10.23813], [-16.42920, -18.43672, -6.92466], [-15.67132, -20.00755, -6.77088], [-17.28736, -19.82736, -7.53185], [-3.88775, -5.18503, -32.81771], [-4.54317, -6.35569, -32.26575], [-4.38488, -7.56984, -32.71684], [-5.01304, -8.67973, -32.21653], [-5.84419, -8.50454, -31.06938], [-6.07334, -7.21395, -30.55440], [-5.35365, -6.18296, -31.21337], [-6.67795, -9.65656, -30.53689], [-6.42603, -10.01678, -29.21963], [-7.20307, -10.98737, -28.63461], [-8.16245, -11.60986, -29.36002], [-8.30331, -11.31513, -30.66281], [-7.56047, -10.35772, -31.30545], [-9.14384, -12.50974, -28.69353], [-3.37368, -4.74504, -31.98116], [-4.69872, -4.60701, -33.28102], [-3.15440, -5.48627, -33.51707], [-3.73625, -7.68461, -33.57957], [-4.85623, -9.60895, -32.76745], [-6.79140, -6.88584, -29.82908], [-5.41861, -5.21210, -30.81088], [-5.66957, -9.44850, -28.65195], [-7.10863, -11.34402, -27.65415], [-9.09619, -11.88900, -31.13631], [-7.78946, -10.10313, -32.31802], [-10.08284, -12.44482, -29.28415], [-9.37259, -12.20915, -27.62614], [-8.79196, -13.53250, -28.72002], [-14.49480, -19.78410, -37.66846], [-15.15426, -20.00128, -36.32198], [-15.51640, -21.20763, -35.87670], [-15.87613, -21.46204, -34.56797], [-15.88041, -20.38800, -33.66384], [-15.62175, -19.12715, -34.18149], [-15.25946, -18.97047, -35.47666], [-16.21000, -20.50401, -32.18901], [-16.99080, -19.55209, -31.50490], [-17.10996, -19.57645, -30.13740], [-16.57527, -20.57051, -29.46598], [-15.84586, -21.54812, -30.05552], [-15.66149, -21.54854, -31.41911], [-16.74447, -20.75351, -27.98654], [-13.45898, -19.61430, -37.45884], [-14.83883, -18.89606, -38.08339], [-14.68255, -20.63161, -38.30842], [-15.49707, -21.94965, -36.65867], [-16.12195, -22.52664, -34.27365], [-15.64704, -18.28629, -33.50143], [-14.98929, -17.99580, -35.82661], [-17.39928, -18.67478, -32.00931], [-17.66072, -18.79410, -29.61140], [-15.35930, -22.32159, -29.44171], [-15.08092, -22.32088, -31.94614], [-16.20661, -21.66657, -27.65065], [-17.83492, -20.96875, -27.80302], [-16.33755, -19.88601, -27.43723], [-17.06657, -27.37885, -22.75032], [-16.74285, -27.87492, -24.08935], [-16.20813, -27.12450, -25.03324], [-16.06543, -27.63893, -26.31831], [-16.32771, -28.97917, -26.50658], [-16.91932, -29.73738, -25.51835], [-17.17371, -29.14328, -24.33918], [-15.94830, -29.68229, -27.83242], [-16.67215, -30.77362, -28.23672], [-16.30095, -31.54580, -29.29835], [-15.22159, -31.12200, -30.02785], [-14.54401, -29.99476, -29.68366], [-14.83611, -29.31759, -28.55087], [-14.79534, -31.85850, -31.27552], [-16.97269, -26.22290, -22.73157], [-16.40440, -27.57835, -21.87970], [-18.11692, -27.53113, -22.54327], [-15.91497, -26.10346, -24.75614], [-15.73224, -26.97561, -27.13301], [-17.16213, -30.79061, -25.53963], [-17.56219, -29.65147, -23.45541], [-17.56817, -31.06069, -27.65854], [-16.65172, -32.57270, -29.59944], [-13.72230, -29.71022, -30.32523], [-14.21858, -28.47097, -28.26957], [-15.06985, -31.30981, -32.15369], [-15.18532, -32.87095, -31.22149], [-13.73971, -31.86901, -31.18041], [-15.65768, -1.33854, -16.96809], [-16.03414, -2.27842, -18.06100], [-15.75412, -3.59793, -18.06483], [-16.11327, -4.35962, -19.11595], [-16.65939, -3.71404, -20.25201], [-16.90030, -2.38364, -20.24169], [-16.57611, -1.65240, -19.10573], [-17.15748, -4.61801, -21.34009], [-18.46565, -4.66555, -21.65887], [-18.90108, -5.48712, -22.65744], [-18.04338, -6.27829, -23.33440], [-16.72557, -6.29155, -23.00213], [-16.30338, -5.52612, -21.92599], [-18.52866, -7.21376, -24.39570], [-14.95388, -1.86283, -16.32237], [-16.54201, -1.03295, -16.42995], [-15.17443, -0.49833, -17.46706], [-15.34489, -3.89933, -17.10089], [-15.95731, -5.42126, -19.11244], [-17.33245, -1.78613, -21.08922], [-16.74386, -0.56323, -18.98654], [-19.25089, -4.11211, -21.19960], [-19.94615, -5.42451, -23.05547], [-16.08305, -6.94872, -23.52713], [-15.27595, -5.62539, -21.58517], [-18.32587, -6.85772, -25.41261], [-19.61805, -7.23300, -24.21804], [-18.11530, -8.22180, -24.20058], [-11.44465, -16.01199, -23.01850], [-10.38567, -16.83286, -22.91928], [-11.37605, -14.70924, -22.88273], [-12.20432, -16.19818, -24.31308], [-12.50951, -16.60703, -22.20402], [-13.31448, -19.95563, -20.13903], [-12.15970, -20.63248, -20.35700], [-13.10960, -18.98246, -19.24662], [-14.46112, -18.63431, -23.87413], [-14.49187, -20.26754, -20.56945], [-13.93049, -24.91558, -28.52469], [-14.47294, -23.53964, -28.41514], [-13.95139, -25.31255, -27.17174], [-14.71211, -25.76757, -29.30360], [-12.67745, -24.88798, -29.04987], [-15.42745, -16.06305, -26.59574], [-16.33047, -14.87955, -26.01786], [-14.87571, -16.08991, -24.46402], [-16.59104, -17.04896, -26.35848], [-14.35094, -17.41812, -26.50112], [-15.66506, -15.95901, -28.10248], [-14.12418, -15.14691, -26.62990]],
  "multiplicity": 4,
  "total_charge": 9,
  "e_homo_ev": [-14.0, -18.5],
  "e_lumo_ev": [-13.44, -13.44],
  "gap_ev": [0.54, 5.09]
}

---

Record 4
{
  "formula": "C34H40MnN4",
  "method": "ωB97M-V with the def2-TZVPD basis set",
  "elements": ["Mn", "N", "N", "C", "C", "C", "C", "H", "H", "H", "C", "C", "H", "H", "H", "C", "C", "H", "H", "H", "C", "H", "H", "H", "C", "H", "H", "H", "C", "H", "C", "H", "C", "H", "C", "H", "C", "C", "H", "C", "C", "H", "C", "H", "N", "C", "C", "C", "H", "C", "C", "H", "H", "H", "C", "H", "C", "C", "H", "H", "H", "C", "H", "H", "H", "N", "C", "C", "C", "C", "C", "C", "H", "H", "H", "H", "H", "H", "H"],
  "coordinates": [[-0.79587, -0.76696, 0.09348], [-2.85964, -0.54526, 1.32064], [-2.08749, 0.69247, -1.60885], [0.95798, -1.98122, -0.36850], [-0.21793, -2.53690, -0.99477], [-1.11751, -2.94335, 0.05274], [-2.40600, -3.66340, -0.13032], [-2.77143, -3.57448, -1.16166], [-3.17812, -3.25677, 0.53672], [-2.29077, -4.73509, 0.10278], [-0.48027, -2.68622, 1.31184], [-1.00546, -3.12286, 2.63158], [-1.04031, -4.22380, 2.69239], [-2.02977, -2.74981, 2.78760], [-0.36697, -2.75703, 3.44546], [0.79424, -2.09038, 1.05543], [1.85273, -1.83003, 2.06733], [1.41511, -1.45918, 3.00553], [2.58352, -1.09197, 1.70689], [2.40376, -2.75726, 2.29673], [-0.45297, -2.70704, -2.45398], [-0.79185, -3.73055, -2.67916], [0.46175, -2.49728, -3.02207], [-1.23225, -2.01575, -2.80980], [2.18770, -1.50590, -1.05882], [2.54592, -0.57544, -0.59372], [1.98758, -1.28399, -2.11461], [2.99542, -2.25605, -1.00548], [-3.47354, -0.43182, 2.52284], [-3.03093, -0.93598, 3.38698], [-4.62172, 0.34519, 2.70781], [-5.02912, 0.44004, 3.71326], [-5.20508, 1.01214, 1.62739], [-6.05772, 1.68682, 1.75744], [-4.66076, 0.78359, 0.36985], [-5.03813, 1.24905, -0.53674], [-3.52429, -0.04143, 0.24180], [-2.91615, -0.29475, -1.05374], [-3.37164, -0.99453, -1.75675], [-0.76918, 0.71168, -1.16055], [-2.25325, 1.56674, -2.68483], [-3.20668, 1.70748, -3.15371], [-1.06495, 2.12519, -2.91697], [-0.77478, 2.84486, -3.65226], [-0.12716, 1.52514, -2.06143], [1.27320, 1.59509, -2.40189], [1.71291, 1.00200, -3.59792], [3.07152, 1.06391, -3.92795], [3.42665, 0.56343, -4.83634], [3.97225, 1.76883, -3.12570], [5.41187, 1.83628, -3.50322], [6.03657, 1.26317, -2.81310], [5.77612, 2.86732, -3.49083], [5.56116, 1.42825, -4.50579], [3.48545, 2.47046, -2.02380], [4.17006, 3.05936, -1.41581], [2.11834, 2.48032, -1.72823], [1.53259, 3.47504, -0.77477], [0.87950, 4.20450, -1.29120], [2.33926, 4.04443, -0.29743], [0.93107, 2.99348, 0.01391], [0.74540, 0.33096, -4.52322], [0.08038, 1.06188, -5.01569], [0.12749, -0.41301, -3.99278], [1.30972, -0.18737, -5.30942], [0.12815, 1.04948, 1.70255], [0.36145, 0.99044, 3.09833], [-0.51414, 0.24687, 3.89345], [-0.41259, 0.26283, 5.28555], [0.64282, 0.95964, 5.88966], [1.56872, 1.65189, 5.09858], [1.42650, 1.67203, 3.69827], [-0.79072, 1.39302, 1.42239], [0.86843, 1.46581, 1.13254], [-1.28822, -0.33709, 3.40150], [-1.16345, -0.26795, 5.87645], [0.75079, 0.94543, 6.97462], [2.39909, 2.18746, 5.57079], [2.12562, 2.22390, 3.06075]],
  "multiplicity": 5,
  "total_charge": -1,
  "e_homo_ev": [-0.2, -2.6],
  "e_lumo_ev": [2.39, 2.39],
  "gap_ev": [2.55, 5.03]
}

---

Ordered DFT total energy results: -83233.51351, -20831.83644, -177184.59246, -73184.80284; unit eV.